No. 1
Molecular formula: C26H64N2O7
Method: DFT, wB97M-V/def2-TZVPD

CARTESIAN COORDINATES (ANGSTROEM)
1 C -3.514469 2.297565 -0.707801
2 C -3.926784 3.406068 -1.669545
3 O -5.124760 4.037145 -1.319360
4 H -3.857707 2.433481 0.317775
5 H -2.436352 2.138729 -0.684586
6 H -3.893675 1.326509 -1.026133
7 H -3.811019 3.112591 -2.712887
8 H -3.186875 4.189961 -1.507874
9 H -5.189396 4.905550 -1.723468
10 C 0.829232 2.264541 -0.084387
11 C 0.472856 3.732247 -0.061162
12 O 1.699859 4.417422 -0.094595
13 H 1.363743 1.863919 0.776945
14 H 1.397921 2.094335 -0.998564
15 H -0.139972 1.766740 -0.115295
16 H -0.122960 4.010757 0.808062
17 H -0.174601 4.064661 -0.872587
18 H 2.266538 4.123504 0.622404
19 C 0.215849 3.739320 3.736056
20 C 0.747851 2.300820 3.766950
21 O 2.113065 2.396098 3.883466
22 H 0.280962 4.257664 4.692705
23 H -0.794801 3.843013 3.341174
24 H 0.814177 4.357177 3.066464
25 H 0.539242 1.807821 2.817454
26 H 0.292647 1.637922 4.502801
27 H 2.414140 1.484673 3.867365
28 C 5.576335 0.197167 -0.817827
29 C 5.002655 1.419750 -0.260785
30 O 4.863744 1.284271 1.130984
31 H 5.613797 0.247076 -1.906043
32 H 4.998492 -0.700718 -0.598769
33 H 6.588766 -0.048922 -0.497618
34 H 4.032332 1.688316 -0.678463
35 H 5.698337 2.210314 -0.542104
36 H 4.705865 2.140922 1.534504
37 O 4.612787 3.725659 2.375512
38 H 5.102394 4.379742 2.874209
39 H 3.883955 3.484199 2.947102
40 C -1.633448 -3.059452 4.592241
41 C -2.271904 -1.998449 3.663217
42 C -1.041473 -1.429772 2.917019
43 C -1.353994 -0.381690 1.827963
44 C -2.153472 -1.145970 0.818296
45 C -3.440416 -1.915559 1.397997
46 N -3.141548 -2.602866 2.666459
47 O -4.292540 -3.375985 3.216850
48 C -4.559928 -0.862673 1.474951
49 C -3.746294 -3.057029 0.435375
50 C -2.913411 -0.935291 4.589299
51 H -0.785796 -2.605424 5.105519
52 H -1.156734 -3.861254 4.028364
53 H -2.291691 -3.497959 5.342269
54 H -0.275539 -1.102783 3.620241
55 H -0.596782 -2.268503 2.381419
56 H -0.446358 0.127554 1.503945
57 H -1.919523 0.422268 2.299074
58 H -1.580916 -1.779357 0.140725
59 H -2.610679 -0.338798 0.245989
60 H -5.060572 -0.689891 0.522264
61 H -5.271319 -1.157766 2.246279
62 H -4.243165 0.119363 1.826191
63 H -4.821829 -3.225358 0.380885
64 H -3.395270 -2.885226 -0.582153
65 H -3.315580 -4.030098 0.671422
66 H -2.213301 -0.534774 5.322476
67 H -3.654857 -1.441199 5.207701
68 H -3.492963 -0.185208 4.051157
69 H -4.047250 -4.303439 3.181403
70 C 0.805053 -3.528549 -1.652167
71 C 1.197469 -2.165680 -2.267800
72 C 2.718090 -2.332843 -2.471516
73 C 3.384910 -1.349377 -3.317926
74 C 2.735954 -1.394373 -4.729662
75 C 1.148411 -1.198483 -4.622393
76 N 0.542701 -2.022484 -3.558443
77 O -0.860692 -1.932682 -3.501112
78 C 0.795534 0.347394 -4.510732
79 C 0.707054 -1.599043 -6.034892
80 C 0.989619 -0.992509 -1.261484
81 H -0.264303 -3.557377 -1.443012
82 H 1.397946 -3.681046 -0.750315
83 H 0.880782 -4.348549 -2.366282
84 H 3.242995 -2.260881 -1.518941
85 H 2.908392 -3.338500 -2.846394
86 H 4.369278 -1.805718 -3.422250
87 H 3.499436 -0.372162 -2.848844
88 H 3.009228 -2.376713 -5.114924
89 H 3.099338 -0.598791 -5.380126
90 H 1.213957 0.986490 -5.288280
91 H -0.290671 0.421730 -4.458589
92 H 1.138718 0.789870 -3.575569
93 H -0.368251 -1.535939 -6.201749
94 H 1.150469 -0.892295 -6.736326
95 H 1.015302 -2.607216 -6.311781
96 H 1.194514 -1.229826 -0.217557
97 H -0.061046 -0.717390 -1.169195
98 H 1.558680 -0.116402 -1.572461
99 H -1.084484 -2.626080 -4.126193

Forces on atoms 1 to 3 (eV/Å):
-0.569 -0.934 -0.271
1.845 1.282 0.902
-1.282 -0.753 0.128

## Properties
LUMO level (spin up / spin down) = -2.691 / -7.052 eV
DFT total energy = -1664.74526 hartree
Gap between HOMO and LUMO (spin up / spin down) = 7.6 / 3.2 eV
Spin multiplicity = 2
HOMO energy (spin up / spin down) = -10.3 / -10.3 eV
Net charge = +1


No. 2
Molecular formula: C51H31I4N10O4S3Sn
Method: DFT, wB97M-V/def2-TZVPD

CARTESIAN COORDINATES (ANGSTROEM)
1 Sn 12.530297 -17.797808 -9.804224
2 I 18.615060 -24.577690 -14.082196
3 C 17.409834 -23.261754 -13.008633
4 C 16.491586 -22.489069 -13.693480
5 C 15.686485 -21.605480 -12.994820
6 C 15.800481 -21.478265 -11.612131
7 C 16.756588 -22.250771 -10.944583
8 C 17.552248 -23.156633 -11.639644
9 C 14.980590 -20.469015 -10.856574
10 C 13.781231 -20.902925 -10.294898
11 C 13.311959 -22.261960 -10.441144
12 C 12.134014 -22.331845 -9.780865
13 C 11.938360 -21.032555 -9.181989
14 C 10.899998 -20.736217 -8.310802
15 C 9.793561 -21.726941 -8.152446
16 C 9.847888 -22.721836 -7.178117
17 C 8.809923 -23.629374 -7.023641
18 C 7.699991 -23.527447 -7.836238
19 I 6.089431 -24.823819 -7.547577
20 C 7.624589 -22.546513 -8.810533
21 C 8.678169 -21.662824 -8.974077
22 C 10.824371 -19.552464 -7.587001
23 N 11.679710 -18.478721 -7.689202
24 C 11.382581 -17.668317 -6.633395
25 C 12.035222 -16.475209 -6.311565
26 C 11.605967 -15.745358 -5.086404
27 C 12.523559 -15.543773 -4.049095
28 C 12.145217 -14.892742 -2.885694
29 C 10.844352 -14.416622 -2.770950
30 I 10.249527 -13.456331 -1.017261
31 C 9.924504 -14.580215 -3.797202
32 C 10.306836 -15.246988 -4.947671
33 C 13.086987 -15.936096 -7.052181
34 C 13.698061 -14.648896 -6.749487
35 C 14.736142 -14.513872 -7.605003
36 C 14.768723 -15.712844 -8.409443
37 N 13.725458 -16.549629 -8.099895
38 C 15.796071 -15.971981 -9.326123
39 C 15.860907 -17.162537 -10.047741
40 C 16.996861 -17.528699 -10.865174
41 C 16.783629 -18.797416 -11.276528
42 C 15.493140 -19.188024 -10.735783
43 N 14.925500 -18.154857 -10.024123
44 C 16.779200 -14.881320 -9.641036
45 C 16.316238 -13.747260 -10.325402
46 C 17.197366 -12.713873 -10.613175
47 C 18.532997 -12.826255 -10.226743
48 I 19.875430 -11.278268 -10.639189
49 C 18.997032 -13.949856 -9.573130
50 C 18.120938 -14.979357 -9.287719
51 C 10.295371 -18.236231 -5.865977
52 C 9.925900 -19.380811 -6.475495
53 N 12.923017 -20.170242 -9.542101
54 H 16.402282 -22.574161 -14.776606
55 H 14.934360 -21.009714 -13.513111
56 H 16.868274 -22.141531 -9.869550
57 H 18.287524 -23.729424 -11.100790
58 H 13.829641 -23.022452 -11.009231
59 H 11.467683 -23.186029 -9.697509
60 H 10.704432 -22.781839 -6.502160
61 H 8.868643 -24.419250 -6.271769
62 H 6.740166 -22.477811 -9.437212
63 H 8.660093 -20.890455 -9.740942
64 H 13.533466 -15.933609 -4.137685
65 H 12.862087 -14.768078 -2.067104
66 H 8.924384 -14.194390 -3.701374
67 H 9.593641 -15.352614 -5.773920
68 H 13.344736 -13.961696 -6.002282
69 H 15.411038 -13.676283 -7.711507
70 H 17.840455 -16.888212 -11.056596
71 H 17.419398 -19.442802 -11.869422
72 H 14.416604 -14.566379 -10.618956
73 H 16.852886 -11.824486 -11.128962
74 H 20.037653 -14.024158 -9.267801
75 H 18.468767 -15.855144 -8.736003
76 H 9.919156 -17.804765 -4.949812
77 H 9.201673 -20.118339 -6.151630
78 O 12.982363 -15.265343 -10.499788
79 N 12.211249 -14.247605 -10.895125
80 C 12.838299 -13.081350 -11.123628
81 C 14.293283 -12.631252 -10.973884
82 N 14.970640 -13.697548 -10.686752
83 C 11.888393 -12.039253 -11.476607
84 N 11.125794 -11.211157 -11.721311
85 O 12.765850 -18.727694 -12.079948
86 S 11.416554 -18.198907 -12.525814
87 O 11.013320 -18.577467 -13.863073
88 O 11.430695 -16.797027 -12.157915
89 S 10.184042 -19.103530 -11.121068
90 C 8.534048 -11.684673 -8.895597
91 C 9.586270 -12.478710 -8.117861
92 C 9.559844 -13.947750 -8.404020
93 N 10.573887 -14.652117 -8.730597
94 N 10.292144 -15.965362 -9.008792
95 C 9.047144 -16.266866 -8.823976
96 N 8.501479 -17.515763 -8.930725
97 S 8.085626 -14.895488 -8.357749
98 H 8.560831 -10.636552 -8.616507
99 H 7.534757 -12.077968 -8.715515
100 H 8.738004 -11.750710 -9.970323
101 H 9.470868 -12.311826 -7.045934
102 H 10.594307 -12.156594 -8.399144
103 H 8.977604 -18.002159 -9.701098
104 H 7.509914 -17.476362 -9.131879

Forces on atoms 1 to 3 (eV/Å):
0.559 -0.736 0.473
0.113 -0.129 -0.045
0.122 -0.060 -0.111

## Properties
ΔE to the lowest compared entry with this formula, charge and spin = 0.091 eV
LUMO level = -0.342 eV
DFT total energy = -5410.19896 hartree
Gap between HOMO and LUMO = 4.9 eV
HOMO energy = -5.2 eV
Net charge = -1


No. 3
Molecular formula: C19H39N4O25
Method: DFT, wB97M-V/def2-TZVPD

CARTESIAN COORDINATES (ANGSTROEM)
1 C -23.511846 -12.842771 -9.066678
2 C -23.305685 -11.329840 -8.976336
3 O -22.992794 -10.654484 -9.940476
4 N -23.593645 -10.653561 -7.568702
5 H -23.808251 -11.383055 -6.903974
6 H -22.778950 -10.253432 -7.125698
7 C -24.754120 -9.687769 -7.652428
8 H -22.970579 -13.504834 -8.390792
9 H -23.339290 -13.063863 -10.119979
10 H -24.557914 -13.116469 -8.929078
11 H -24.353566 -8.961413 -8.359583
12 H -24.817866 -9.318609 -6.628828
13 H -25.538517 -10.269457 -8.136640
14 C -18.628291 -1.974849 -4.058883
15 C -17.803882 -2.129486 -2.716037
16 O -17.152318 -1.185647 -2.317740
17 N -18.098077 -3.480964 -1.898693
18 H -18.404907 -4.180692 -2.559256
19 H -17.234882 -3.828188 -1.505702
20 C -19.092463 -3.270211 -0.754186
21 H -18.103063 -1.422280 -4.837925
22 H -19.465720 -1.415724 -3.641536
23 H -18.962741 -2.980748 -4.312687
24 H -18.829662 -2.567784 0.036783
25 H -19.229630 -4.281444 -0.371208
26 H -20.066456 -3.035976 -1.183815
27 C -13.599181 -11.456060 -7.336766
28 C -12.747361 -10.864172 -8.466343
29 O -11.550125 -11.215756 -8.597421
30 N -13.395605 -10.004867 -9.546475
31 H -14.253965 -10.494980 -9.754061
32 H -13.851562 -9.219726 -9.104023
33 C -12.470653 -9.856215 -10.742142
34 H -13.059028 -11.471855 -6.390147
35 H -13.711214 -12.518901 -7.551067
36 H -14.637130 -11.201866 -7.121962
37 H -11.595736 -9.262846 -10.476541
38 H -13.051836 -9.407635 -11.547813
39 H -12.256894 -10.811344 -11.221855
40 C -18.451511 -3.124793 -10.504099
41 C -19.852292 -2.731674 -11.023419
42 O -20.512349 -1.750391 -10.662395
43 N -20.351666 -3.864026 -11.898394
44 H -20.940747 -3.239482 -12.430397
45 H -19.645322 -4.356538 -12.426231
46 C -21.181351 -4.901330 -11.006695
47 H -17.806547 -3.595884 -11.245844
48 H -18.500740 -3.777110 -9.632229
49 H -18.108833 -2.156817 -10.138458
50 H -20.511836 -5.714471 -10.726266
51 H -21.913874 -5.277451 -11.720882
52 H -21.769949 -4.493428 -10.184943
53 O -16.433453 -15.080322 -11.532809
54 C -16.360090 -13.763070 -11.505748
55 O -17.002564 -13.119694 -10.641920
56 O -15.453432 -13.243626 -12.189294
57 H -17.110963 -15.016750 -10.855650
58 O -17.006124 -9.118147 -13.823312
59 C -16.988375 -7.868486 -13.350647
60 O -17.093655 -6.903278 -14.083629
61 O -16.804557 -7.728475 -12.146900
62 H -17.038692 -9.545576 -12.964338
63 O -21.839548 -6.085969 -3.080730
64 C -22.732044 -6.782356 -2.349403
65 O -22.993597 -7.969287 -2.598237
66 O -23.210394 -6.203403 -1.318506
67 H -21.541670 -6.561640 -3.859572
68 O -13.411413 -5.591668 -7.412106
69 C -12.437709 -4.813071 -6.991392
70 O -12.792000 -3.836965 -6.263109
71 O -11.271989 -5.000397 -7.383108
72 H -14.195668 -5.373165 -6.903380
73 O -17.648737 -8.472460 -7.102158
74 C -18.373281 -7.726440 -6.287589
75 O -19.580135 -7.918799 -6.469946
76 O -17.892383 -6.915305 -5.499736
77 H -18.273169 -8.864977 -7.716660
78 O -19.731049 -13.477277 -6.242088
79 C -19.343057 -14.702183 -5.884765
80 O -18.962795 -14.967319 -4.742029
81 O -19.221736 -15.552702 -6.804185
82 H -19.457585 -13.609163 -7.152812
83 O -14.032971 -7.819773 -3.389749
84 C -13.607749 -7.475827 -2.211621
85 O -12.704823 -8.150763 -1.633052
86 O -14.270114 -6.666649 -1.578567
87 H -14.691789 -7.137080 -3.536328

Forces on atoms 1 to 3 (eV/Å):
-0.557 0.560 -0.307
1.182 0.340 -2.300
-1.177 -1.113 3.506

## Properties
ΔE to the lowest compared entry with this formula, charge and spin = 11.445 eV
LUMO level = 1.902 eV
DFT total energy = -2847.04884 hartree
Gap between HOMO and LUMO = 2.0 eV
HOMO energy = -0.1 eV
Net charge = -3


No. 4
Molecular formula: Cl2H3N2P
Method: DFT, wB97M-V/def2-TZVPD

CARTESIAN COORDINATES (ANGSTROEM)
1 N -0.627825 -0.191193 -1.660353
2 N 0.098578 0.066578 -0.550558
3 P 0.161111 -0.287406 1.933711
4 Cl -0.731729 1.444465 2.397922
5 Cl 2.046877 0.222567 2.499503
6 H -0.406490 -1.027455 -2.164952
7 H -1.650107 -0.185254 -1.593918
8 H 1.109585 -0.042302 -0.861354

Forces on atoms 1 to 3 (eV/Å):
-0.931 -0.774 -0.045
1.372 1.394 -0.763
-0.137 -1.141 0.171

## Properties
ΔE to the lowest compared entry with this formula, charge and spin = 3.659 eV
LUMO level (spin up / spin down) = -0.186 / 0.214 eV
DFT total energy = -1372.97729 hartree
Gap between HOMO and LUMO (spin up / spin down) = 8.2 / 7.4 eV
HOMO energy (spin up / spin down) = -8.4 / -7.2 eV


No. 5
Molecular formula: C6H12F6Li2N3O18S6
Method: DFT, wB97M-V/def2-TZVPD

CARTESIAN COORDINATES (ANGSTROEM)
1 Li 0.862429 -2.845653 -1.102747
2 Li -0.295714 -0.628643 0.101581
3 N -0.356673 1.962136 3.412045
4 S -1.336381 0.646583 3.261164
5 O -1.850066 0.138326 4.490545
6 O -1.112116 -0.258511 2.150540
7 F -2.542199 1.583437 2.709644
8 S 1.007843 1.250335 3.790649
9 O 1.723127 0.746817 2.638073
10 O 1.102548 0.610195 5.080458
11 F 1.766776 2.650090 4.015812
12 N 1.124677 3.747528 0.189947
13 S 0.236200 2.619301 -0.673797
14 O -0.212360 1.472889 0.079561
15 O 0.474980 2.571761 -2.084042
16 F -1.134410 3.467839 -0.602347
17 S 2.580753 3.223251 -0.144117
18 O 3.319227 3.821204 -1.206955
19 O 2.763379 1.802997 0.048602
20 F 3.332931 3.850396 1.145643
21 N 0.330772 -2.431461 0.641410
22 S -0.847780 -3.608399 1.121488
23 O -1.056302 -3.964727 2.478725
24 O -0.841172 -4.613900 0.094683
25 F -2.140265 -2.762256 0.779171
26 S 1.342943 -2.711811 1.853108
27 O 1.982678 -3.992647 1.748713
28 O 1.006609 -2.216180 3.149499
29 F 2.497623 -1.709811 1.403439
30 C -4.431279 -1.245579 -2.647059
31 O -4.375554 -0.579444 -1.389567
32 C -3.220562 -0.498590 -0.751810
33 O -2.177544 -0.935560 -1.172442
34 O -3.348088 0.055805 0.432981
35 C -4.614677 0.435867 0.950751
36 H -4.085288 -2.279373 -2.634233
37 H -3.858238 -0.672036 -3.370751
38 H -5.464259 -1.337856 -2.974002
39 H -4.920940 1.402548 0.551156
40 H -4.520287 0.663548 2.013560
41 H -5.285800 -0.416934 0.880903
42 C 4.118837 -0.723719 -1.159108
43 O 3.435588 -0.125703 -2.232566
44 C 2.099185 -0.217589 -2.273545
45 O 1.445473 -0.843326 -1.485631
46 O 1.633861 0.387781 -3.338669
47 C 2.504621 1.136467 -4.186159
48 H 4.297731 -0.062777 -0.310456
49 H 5.139286 -0.916450 -1.507288
50 H 3.721798 -1.694555 -0.863020
51 H 3.151968 1.779331 -3.588644
52 H 1.853656 1.782310 -4.765406
53 H 3.170456 0.484749 -4.749489

Forces on atoms 1 to 3 (eV/Å):
0.242 0.319 -0.454
-0.481 1.397 0.342
-1.110 -3.290 0.036

## Properties
ΔE to the lowest compared entry with this formula, charge and spin = 0.000 eV
LUMO level = 0.955 eV
DFT total energy = -4757.98885 hartree
Gap between HOMO and LUMO = 7.3 eV
HOMO energy = -6.4 eV
Net charge = -1